DFT (ωB97M-V/def2-TZVPD) results for the ion C6H7O2 with charge -1 in a non-equilibrium geometry.

Computed properties:
lowest unoccupied orbital energy (alpha / beta): 0.15280 / 0.14951 hartree
DFT total energy: -383.1483 Eh
max |F|: 3.8 eV/A
relative energy (zero: lowest compared OMol25 entry of this formula, charge and spin): 438.4 kJ/mol
Kohn-Sham gap (alpha / beta): 0.2537 / 0.2404 hartree

```
! wB97M-V def2-TZVPD RIJCOSX def2/J DEFGRID3
* xyz -1 1
C -0.38 0.11 0.94
C -2.30 0.93 -0.47
C -1.29 -0.92 0.91
C -2.71 -0.28 0.44
C 0.96 0.69 -0.97
C 1.01 0.21 0.54
O -2.64 1.07 -1.63
O -1.36 -2.02 1.51
H -3.00 0.26 1.41
H -3.49 -0.97 0.06
H 1.54 1.53 -1.13
H 0.00 0.97 -1.21
H 1.34 -0.12 -1.71
H 1.35 1.02 1.08
H 1.51 -0.74 0.60
*
```


DFT (ωB97M-V/def2-TZVPD) results for the molecule C16H22O5.

Computed properties:
lowest unoccupied orbital energy: 0.02459 hartree
structure (SMILES): OCC[C@@H]1C[C@@H](O)[C@H](O)[C@]2(CCc3ccccc3CO2)O1
DFT total energy: -999.0826 Eh
max |F|: 0.7 eV/A
relative energy (zero: lowest compared OMol25 entry of this formula, charge and spin): 109.2 kJ/mol
Kohn-Sham gap: 0.3614 hartree

```
! wB97M-V def2-TZVPD RIJCOSX def2/J DEFGRID3
* xyz 0 1
O 3.15 2.20 0.13
C 3.00 2.75 1.42
C 2.43 1.73 2.42
C 0.97 1.35 2.13
C 0.58 0.10 2.92
C 1.23 -1.18 2.36
O 0.42 -2.30 2.65
C 1.47 -1.09 0.82
O 2.80 -0.78 0.48
C 0.47 -0.09 0.21
C 0.64 0.02 -1.31
C -0.12 -1.08 -2.05
C -1.57 -0.75 -2.29
C -2.12 -1.05 -3.53
C -3.45 -0.78 -3.81
C -4.25 -0.19 -2.84
C -3.71 0.10 -1.61
C -2.38 -0.18 -1.31
C -1.89 0.20 0.06
O -0.80 -0.57 0.56
O 0.70 1.21 0.73
H 2.26 2.04 -0.22
H 4.00 3.05 1.74
H 2.36 3.63 1.38
H 2.47 2.17 3.42
H 3.07 0.85 2.42
H 0.33 2.19 2.44
H -0.50 -0.03 2.88
H 0.87 0.23 3.96
H 2.19 -1.39 2.84
H -0.41 -2.19 2.17
H 1.28 -2.08 0.41
H 2.95 0.18 0.48
H 1.71 -0.05 -1.54
H 0.29 1.00 -1.63
H 0.36 -1.26 -3.01
H -0.05 -2.01 -1.48
H -1.50 -1.50 -4.29
H -3.85 -1.02 -4.78
H -5.28 0.03 -3.05
H -4.33 0.55 -0.84
H -2.70 0.05 0.78
H -1.61 1.27 0.08
*
```


DFT (ωB97M-V/def2-TZVPD) results for a cluster of 2 separate species, C2H6O2S in total.

Computed properties:
lowest unoccupied orbital energy: 0.02116 hartree
structure (SMILES): O=CO.CS
DFT total energy: -628.4536 Eh
max |F|: 0.8 eV/A
relative energy (zero: lowest compared OMol25 entry of this formula, charge and spin): 41.3 kJ/mol
Kohn-Sham gap: 0.3575 hartree

```
! wB97M-V def2-TZVPD RIJCOSX def2/J DEFGRID3
* xyz 0 1
O 2.60 2.60 0.13
C 1.55 2.65 0.69
O 1.45 3.02 1.98
H 0.61 2.36 0.22
H 0.54 3.29 2.19
C -2.67 -3.19 -0.83
S -1.14 -2.19 -0.93
H -2.54 -3.89 -0.02
H -3.52 -2.54 -0.63
H -2.77 -3.72 -1.78
H -0.35 -3.27 -0.96
*
```


DFT (ωB97M-V/def2-TZVPD) results for a cluster of 2 separate species, C3H7NOS2 in total in a non-equilibrium geometry.

Computed properties:
lowest unoccupied orbital energy (alpha / beta): 0.00181 / 0.00178 hartree
DFT total energy: -1044.7581 Eh
max |F|: 2.9 eV/A
relative energy (zero: lowest compared OMol25 entry of this formula, charge and spin): 378.9 kJ/mol
Kohn-Sham gap (alpha / beta): 0.2788 / 0.2788 hartree

```
! wB97M-V def2-TZVPD RIJCOSX def2/J DEFGRID3
* xyz 0 1
C 1.28 -1.19 -0.21
C -0.65 -0.11 1.36
C 0.86 0.17 -0.35
N 0.08 0.61 -1.41
O 2.09 -1.59 0.59
S -0.53 1.30 2.35
S -0.07 -0.27 -2.87
H 0.76 -1.90 -0.89
H -0.32 -1.03 1.81
H -1.54 -0.15 0.77
H 1.43 0.94 0.15
H 0.11 1.61 -1.56
H 0.47 0.88 3.12
H -1.40 -0.47 -2.79
*
```


DFT (ωB97M-V/def2-TZVPD) results for a cluster of 2 separate species, C4H13N3O in total in a non-equilibrium geometry.

Computed properties:
lowest unoccupied orbital energy: 0.02770 hartree
structure (SMILES): N/C=C(\N)CCN.O
DFT total energy: -399.6791 Eh
max |F|: 1.7 eV/A
relative energy (zero: lowest compared OMol25 entry of this formula, charge and spin): 179.0 kJ/mol
Kohn-Sham gap: 0.3204 hartree

```
! wB97M-V def2-TZVPD RIJCOSX def2/J DEFGRID3
* xyz 0 1
N 1.23 0.53 2.17
C 0.64 0.38 0.88
C -0.50 -0.24 0.59
N -1.61 -0.34 1.47
C -0.84 -0.76 -0.78
C 0.30 -0.91 -1.79
N 1.26 -1.90 -1.41
H 0.51 0.57 2.87
H 1.70 1.43 2.31
H 1.37 0.56 0.10
H -1.90 -1.28 1.73
H -1.45 0.16 2.34
H -1.61 -0.16 -1.26
H -1.39 -1.71 -0.69
H 0.71 0.11 -1.85
H -0.16 -1.09 -2.75
H 1.67 -1.75 -0.51
H 1.77 -2.32 -2.17
O -0.53 3.09 -0.75
H -0.98 3.40 0.05
H -0.17 2.22 -0.57
*
```


DFT (ωB97M-V/def2-TZVPD) results for the molecule C6H9Cl4NO2 in a non-equilibrium geometry.

Computed properties:
lowest unoccupied orbital energy: -0.00667 hartree
structure (SMILES): C[C@H](Cl)[C@@H]([N+](=O)[O-])C(Cl)(Cl)[C@@H](C)Cl
DFT total energy: -2279.9000 Eh
max |F|: 7.5 eV/A
relative energy (zero: lowest compared OMol25 entry of this formula, charge and spin): 0.0 kJ/mol
Kohn-Sham gap: 0.3855 hartree

```
! wB97M-V def2-TZVPD RIJCOSX def2/J DEFGRID3
* xyz 0 1
C 2.36 1.02 1.70
C 1.66 -0.02 0.89
Cl 2.97 -0.88 -0.05
C 0.53 0.44 0.01
N 0.97 0.89 -1.30
O 1.64 1.89 -1.19
O 0.73 0.32 -2.35
C -0.63 -0.67 -0.08
Cl 0.02 -2.16 -0.65
Cl -1.16 -0.93 1.60
C -1.78 -0.17 -0.90
C -2.91 -1.26 -0.87
Cl -2.36 1.35 -0.10
H 2.56 1.97 1.07
H 1.51 1.42 2.45
H 3.15 0.76 2.24
H 1.33 -0.85 1.57
H 0.29 1.43 0.51
H -1.32 0.16 -1.87
H -2.62 -2.27 -1.29
H -3.18 -1.36 0.11
H -3.77 -1.07 -1.49
*
```


DFT (ωB97M-V/def2-TZVPD) results for a cluster of 2 separate species, C2H5IS in total in a non-equilibrium geometry.

Computed properties:
lowest unoccupied orbital energy: 0.01774 hartree
DFT total energy: -774.9601 Eh
max |F|: 5.2 eV/A
relative energy (zero: lowest compared OMol25 entry of this formula, charge and spin): 278.9 kJ/mol
Kohn-Sham gap: 0.3090 hartree

```
! wB97M-V def2-TZVPD RIJCOSX def2/J DEFGRID3
* xyz 0 1
C -1.01 -0.03 -0.11
C 1.24 -0.13 -0.27
S -1.34 1.02 1.22
I 1.52 -0.15 -2.33
H -1.26 0.55 -0.92
H -1.25 -1.17 -0.02
H 1.30 -0.97 0.30
H 1.61 0.82 0.16
H -0.81 0.05 1.98
*
```


DFT (ωB97M-V/def2-TZVPD) results for a structure of composition C36H36N2O5PSSc in a non-equilibrium geometry.

Computed properties:
lowest unoccupied orbital energy: -0.01403 hartree
DFT total energy: -3379.4202 Eh
max |F|: 2.2 eV/A
relative energy (zero: lowest compared OMol25 entry of this formula, charge and spin): 110.0 kJ/mol
Kohn-Sham gap: 0.2705 hartree

```
! wB97M-V def2-TZVPD RIJCOSX def2/J DEFGRID3
* xyz 0 1
Sc 1.40 -0.86 0.27
O -1.97 2.91 2.53
C -1.59 2.95 3.72
O -1.91 3.57 4.70
C -0.42 1.93 3.62
C 0.82 2.39 3.14
C 1.61 1.57 2.39
N 1.28 0.30 2.08
C 0.18 -0.21 2.69
C -0.66 0.55 3.48
C -0.09 -1.69 2.41
O -0.70 -2.36 3.22
O 0.41 -2.11 1.29
H 1.11 3.42 3.31
H 2.56 1.91 1.98
H -1.53 0.08 3.93
N 2.21 -2.21 -1.52
C 0.95 -2.86 -1.75
C 0.85 -4.23 -1.56
C -0.35 -4.88 -1.79
C -1.45 -4.17 -2.22
C -1.36 -2.80 -2.41
C -0.16 -2.12 -2.19
C -0.07 -0.67 -2.42
C -0.59 -0.02 -3.47
C -0.39 1.44 -3.39
C 1.05 1.74 -3.20
C 1.56 1.10 -2.15
C 0.56 0.25 -1.41
H 2.41 -1.54 -2.27
H 2.96 -2.90 -1.48
H 1.72 -4.79 -1.24
H -0.41 -5.95 -1.65
H -2.38 -4.67 -2.39
H -2.22 -2.24 -2.74
H -1.09 -0.48 -4.31
H -0.91 2.02 -4.15
H 1.58 2.40 -3.87
H 2.59 1.22 -1.81
C -0.23 2.69 -0.14
P -0.98 1.70 -1.51
C -2.17 3.13 -1.84
C -2.00 4.12 -2.80
C -2.84 5.23 -2.83
C -3.84 5.37 -1.89
C -3.99 4.42 -0.90
C -3.16 3.32 -0.87
C -2.30 0.54 -1.06
C -3.32 0.36 -1.98
C -4.32 -0.55 -1.72
C -4.31 -1.28 -0.54
C -3.30 -1.08 0.39
C -2.28 -0.18 0.12
H -0.95 2.72 0.69
H -0.09 3.71 -0.49
H 0.72 2.26 0.18
H -1.21 4.04 -3.53
H -2.69 5.98 -3.59
H -4.49 6.24 -1.91
H -4.74 4.54 -0.14
H -3.27 2.59 -0.07
H -3.33 0.95 -2.89
H -5.12 -0.69 -2.44
H -5.10 -1.99 -0.34
H -3.31 -1.62 1.32
H -1.50 0.01 0.84
C 4.41 -4.09 1.04
C 4.57 -3.17 2.23
S 4.68 -1.44 1.61
O 3.40 -1.20 0.86
C 4.51 -0.52 3.20
C 3.41 -1.03 4.12
H 4.47 -5.13 1.35
H 5.20 -3.91 0.31
H 3.44 -3.92 0.57
H 5.51 -3.35 2.75
H 3.73 -3.28 2.91
H 4.31 0.51 2.89
H 5.49 -0.56 3.67
H 2.52 -1.31 3.55
H 3.12 -0.24 4.81
H 3.75 -1.88 4.71
*
```


DFT (ωB97M-V/def2-TZVPD) results for a structure of composition C36H42CaN2O7PS in a non-equilibrium geometry.

Computed properties:
lowest unoccupied orbital energy: 0.07380 hartree
DFT total energy: -3450.6132 Eh
max |F|: 2.2 eV/A
relative energy (zero: lowest compared OMol25 entry of this formula, charge and spin): 61.6 kJ/mol
Kohn-Sham gap: 0.2745 hartree

```
! wB97M-V def2-TZVPD RIJCOSX def2/J DEFGRID3
* xyz -1 1
Ca 0.33 1.37 -1.24
O -1.14 3.25 0.81
C -1.49 4.32 -0.06
C -0.54 4.51 -1.24
N -0.45 3.35 -2.12
C -1.75 2.96 -2.68
C -2.52 1.95 -1.78
O -3.73 1.87 -1.92
O -1.79 1.24 -0.99
C 0.62 3.50 -3.14
C 0.91 2.14 -3.83
O 0.65 2.02 -5.03
O 1.37 1.23 -3.06
H -1.38 2.42 0.36
H -1.45 5.23 0.54
H -2.52 4.20 -0.41
H 0.47 4.72 -0.87
H -0.90 5.39 -1.81
H -1.59 2.46 -3.63
H -2.40 3.82 -2.85
H 1.52 3.82 -2.62
H 0.34 4.24 -3.90
C 2.79 -0.19 5.37
C 2.76 0.68 4.14
C 2.00 1.84 4.12
C 1.93 2.65 2.99
C 1.09 3.90 3.02
C 2.62 2.27 1.84
C 3.40 1.11 1.84
C 4.19 0.72 0.62
C 3.46 0.34 2.99
C 2.47 3.09 0.57
O 2.99 4.20 0.48
O 1.74 2.53 -0.32
H 2.71 0.40 6.28
H 3.72 -0.76 5.42
H 1.96 -0.91 5.37
H 1.46 2.14 5.01
H 1.01 4.29 4.04
H 0.09 3.69 2.65
H 1.53 4.67 2.39
H 4.88 1.52 0.33
H 3.54 0.55 -0.23
H 4.78 -0.18 0.81
H 4.09 -0.55 2.99
N 0.48 -0.43 0.38
S 0.37 -1.99 0.35
C 1.58 -2.74 1.44
C 1.36 -3.00 2.79
C 2.39 -3.54 3.55
C 3.62 -3.80 2.98
C 3.84 -3.52 1.64
C 2.82 -2.99 0.86
C -1.15 -2.51 1.15
C -2.10 -1.54 1.40
C -3.34 -1.93 1.91
C -3.60 -3.27 2.15
C -2.64 -4.24 1.87
C -1.41 -3.86 1.36
H 0.64 -0.05 1.31
H 0.40 -2.78 3.24
H 2.22 -3.74 4.60
H 4.42 -4.22 3.58
H 4.81 -3.71 1.19
H 2.98 -2.76 -0.18
H -1.89 -0.51 1.15
H -4.09 -1.18 2.09
H -4.57 -3.56 2.54
H -2.86 -5.28 2.04
H -0.66 -4.61 1.12
C -1.46 -0.70 -5.55
P -1.12 -0.56 -3.75
C 0.22 -1.81 -3.65
C -2.54 -1.53 -3.08
C -3.84 -1.15 -3.38
C -4.93 -1.78 -2.81
C -4.74 -2.81 -1.89
C -3.45 -3.19 -1.56
C -2.36 -2.56 -2.15
H -2.25 0.00 -5.84
H -1.75 -1.71 -5.83
H -0.56 -0.39 -6.07
H -0.11 -2.80 -3.97
H 0.63 -1.87 -2.63
H 1.02 -1.46 -4.29
H -4.01 -0.31 -4.06
H -5.93 -1.45 -3.05
H -5.59 -3.29 -1.43
H -3.28 -3.98 -0.84
H -1.36 -2.88 -1.89
*
```


DFT (ωB97M-V/def2-TZVPD) results for a cluster of 2 separate species, C5H9NO in total in a non-equilibrium geometry.

Computed properties:
lowest unoccupied orbital energy: 0.02721 hartree
DFT total energy: -325.7347 Eh
max |F|: 1.8 eV/A
relative energy (zero: lowest compared OMol25 entry of this formula, charge and spin): 532.6 kJ/mol
Kohn-Sham gap: 0.3246 hartree

```
! wB97M-V def2-TZVPD RIJCOSX def2/J DEFGRID3
* xyz 0 1
C 0.90 0.28 -1.58
N 0.43 -0.06 -0.30
C 1.00 -0.91 0.67
C -0.33 -1.18 0.03
C -1.50 -0.63 0.83
O -2.43 -1.28 1.18
C -0.88 1.38 0.83
H 1.51 1.19 -1.50
H 0.04 0.49 -2.22
H 1.49 -0.54 -2.00
H 1.86 -1.48 0.36
H 0.99 -0.57 1.71
H -0.48 -2.00 -0.68
H -1.76 1.83 0.38
H -0.82 1.54 1.90
H -0.01 1.94 0.40
*
```


DFT (ωB97M-V/def2-TZVPD) results for the ion C4H8N5O2 with charge +1 in a non-equilibrium geometry.

Computed properties:
lowest unoccupied orbital energy: -0.16951 hartree
structure (SMILES): NC(=O)C1=NO[C@@H](N)NC1=[NH2+]
DFT total energy: -581.1887 Eh
max |F|: 3.5 eV/A
relative energy (zero: lowest compared OMol25 entry of this formula, charge and spin): 221.0 kJ/mol
Kohn-Sham gap: 0.3521 hartree

```
! wB97M-V def2-TZVPD RIJCOSX def2/J DEFGRID3
* xyz 1 1
N -1.84 2.70 0.00
C -1.40 1.77 0.86
O -1.57 1.57 2.06
C -0.68 0.59 0.10
N -0.43 0.77 -1.16
O 0.35 -0.03 -1.79
C 0.77 -1.42 -1.22
N 2.07 -1.73 -1.62
N 0.63 -1.45 0.19
C -0.12 -0.56 0.83
N -0.02 -0.40 2.12
H -1.54 2.91 -0.98
H -2.57 3.33 0.37
H 0.12 -2.03 -1.83
H 2.35 -2.08 -2.55
H 2.81 -1.14 -1.52
H 1.23 -2.01 0.86
H -0.69 0.26 2.54
H 0.53 -1.04 2.73
*
```


DFT (ωB97M-V/def2-TZVPD) results for the molecule C19H15N3O3S in a non-equilibrium geometry.

Computed properties:
lowest unoccupied orbital energy: -0.02756 hartree
structure (SMILES): O=C1C=C(c2ccccc2)C[C@H](c2cccs2)[C@H]1n1cnc([N+](=O)[O-])c1
DFT total energy: -1521.1073 Eh
max |F|: 1.9 eV/A
relative energy (zero: lowest compared OMol25 entry of this formula, charge and spin): 309.1 kJ/mol
Kohn-Sham gap: 0.3162 hartree

```
! wB97M-V def2-TZVPD RIJCOSX def2/J DEFGRID3
* xyz 0 1
O -0.18 3.26 -0.22
C -0.12 2.06 -0.07
C 0.15 1.12 -1.15
C 0.27 -0.21 -0.99
C 0.54 -1.09 -2.12
C 0.00 -0.82 -3.38
C 0.25 -1.66 -4.45
C 1.06 -2.78 -4.28
C 1.61 -3.05 -3.04
C 1.34 -2.23 -1.96
C 0.12 -0.84 0.37
C -0.82 0.00 1.25
C -2.22 -0.06 0.71
C -2.98 0.91 0.13
C -4.25 0.45 -0.28
C -4.44 -0.87 0.00
S -3.07 -1.57 0.76
C -0.31 1.44 1.33
N 0.95 1.50 2.04
C 2.21 1.42 1.52
N 3.12 1.43 2.44
C 2.45 1.53 3.61
N 3.10 1.57 4.87
O 4.31 1.52 4.90
O 2.38 1.64 5.85
C 1.09 1.57 3.39
H 0.28 1.58 -2.12
H -0.65 0.03 -3.51
H -0.18 -1.45 -5.41
H 1.26 -3.43 -5.12
H 2.24 -3.92 -2.91
H 1.79 -2.44 -1.00
H 1.10 -0.91 0.84
H -0.28 -1.85 0.27
H -0.82 -0.44 2.26
H -2.66 1.93 -0.01
H -4.98 1.07 -0.75
H -5.30 -1.47 -0.20
H -1.02 2.06 1.88
H 2.40 1.37 0.47
H 0.27 1.64 4.07
*
```


DFT (ωB97M-V/def2-TZVPD) results for a structure of composition C24H38EuN4P2 in a non-equilibrium geometry.

Computed properties:
lowest unoccupied orbital energy (alpha / beta): -0.07885 / -0.19268 hartree
DFT total energy: -2548.9312 Eh
max |F|: 2.0 eV/A
Kohn-Sham gap (alpha / beta): 0.2151 / 0.1836 hartree

```
! wB97M-V def2-TZVPD RIJCOSX def2/J DEFGRID3
* xyz 1 7
C -1.19 3.56 -3.28
C -1.02 2.20 -3.05
C 0.27 1.62 -3.27
C 1.35 2.46 -3.75
C 1.11 3.85 -3.96
C -0.14 4.38 -3.73
C 2.62 1.90 -3.87
C 2.84 0.54 -3.63
C 1.71 -0.25 -3.18
C 1.91 -1.64 -2.88
C 3.19 -2.17 -2.96
C 4.29 -1.39 -3.36
C 4.12 -0.06 -3.70
H -2.17 4.01 -3.09
H 1.95 4.46 -4.30
H -0.32 5.45 -3.88
H 3.46 2.53 -4.16
H 3.35 -3.22 -2.68
H 5.29 -1.84 -3.39
H 4.95 0.57 -4.02
N 0.53 0.35 -2.87
Eu 0.69 0.59 0.37
C -2.15 1.36 -2.48
H -2.10 0.34 -2.90
H -3.13 1.82 -2.69
C 0.74 -2.48 -2.39
H -0.17 -2.22 -2.96
H 0.96 -3.55 -2.48
P -1.98 1.17 -0.65
P 0.38 -2.12 -0.62
C 1.70 -3.12 0.17
H 1.54 -3.12 1.26
H 1.66 -4.15 -0.21
H 2.69 -2.69 -0.04
C -1.05 -3.23 -0.36
H -0.81 -4.24 -0.71
H -1.29 -3.26 0.72
H -1.92 -2.84 -0.91
C -2.33 2.88 -0.09
H -3.27 3.25 -0.53
H -2.40 2.87 1.01
H -1.49 3.54 -0.38
C -3.55 0.34 -0.23
H -3.65 0.29 0.87
H -4.41 0.89 -0.65
H -3.54 -0.68 -0.63
H 2.05 1.74 -0.68
H 0.21 2.19 1.31
C -2.95 -1.32 3.77
N -1.68 -0.93 4.37
C -1.70 -0.83 5.82
C -0.61 -0.63 3.59
N -0.71 -0.58 2.27
N 0.64 -0.42 4.09
C 1.08 -0.08 5.43
C 1.69 -0.19 3.11
H -3.66 -1.49 4.58
H -2.88 -2.26 3.20
H -3.37 -0.53 3.13
H -1.04 -1.56 6.31
H -1.51 0.20 6.16
H -2.72 -1.07 6.14
H -1.64 -0.84 1.94
H 1.96 -0.69 5.65
H 1.39 0.98 5.48
H 0.33 -0.27 6.19
H 1.63 -0.93 2.30
H 1.62 0.84 2.70
H 2.65 -0.27 3.61
*
```